{
  "formula": "C26H47BO5S",
  "method": "ωB97M-V with the def2-TZVPD basis set",
  "energy_ha": -1818.10881,
  "total_charge": 0,
  "smiles": "Cc1cccc(CBCCCS)c1.CC(C)=O.CC(C)=O.CC(C)=O.CC(C)=O.CC(C)=O",
  "max_force_ev_per_a": 1.4,
  "spin_multiplicity": 1,
  "orbital_gap_ev": 8.9096,
  "homo_ev": -8.538,
  "species": ["S", "O", "O", "O", "O", "O", "C", "C", "C", "C", "C", "C", "C", "C", "C", "C", "C", "C", "C", "C", "C", "C", "C", "C", "C", "C", "C", "C", "C", "C", "C", "C", "B", "H", "H", "H", "H", "H", "H", "H", "H", "H", "H", "H", "H", "H", "H", "H", "H", "H", "H", "H", "H", "H", "H", "H", "H", "H", "H", "H", "H", "H", "H", "H", "H", "H", "H", "H", "H", "H", "H", "H", "H", "H", "H", "H", "H", "H", "H", "H"],
  "xyz": [[1.31, -1.66, -5.45], [2.60, -2.82, 0.02], [3.81, 0.41, 2.05], [0.82, -2.70, 4.99], [-3.25, 4.76, 0.56], [-0.92, 3.23, 2.57], [0.55, 1.68, 1.52], [3.53, -4.85, -0.79], [-3.61, -0.07, -3.81], [-1.41, 6.00, 1.41], [-3.47, 5.44, 2.82], [-2.76, 5.35, 1.50], [4.91, 1.78, 3.65], [-2.66, 2.58, -3.98], [-0.45, -4.13, 3.58], [0.42, -2.93, 3.87], [-3.15, 0.62, -2.69], [-0.70, 2.08, 2.27], [4.87, -2.65, -0.65], [0.77, -2.04, 2.70], [-1.36, -1.92, -3.23], [-1.67, 0.98, 2.61], [3.57, -3.39, -0.42], [-3.62, 0.61, -5.03], [-0.17, -2.90, -3.39], [1.12, -2.11, -3.70], [-2.67, 1.93, -2.74], [-2.17, 2.57, -1.48], [4.29, -0.67, 4.11], [-3.15, 1.92, -5.09], [4.29, 0.50, 3.16], [-4.02, -1.50, -3.66], [-2.78, -2.49, -3.53], [-2.01, 0.49, 1.70], [0.04, -4.78, 2.85], [1.40, -1.22, 3.04], [1.31, -2.61, 1.94], [-0.35, -3.61, -4.19], [-4.63, -1.83, -4.50], [3.74, -0.42, 5.02], [-1.09, 2.71, -1.56], [2.55, -5.26, -0.58], [-3.00, -3.66, -3.64], [5.95, 1.62, 3.90], [0.01, -3.42, -2.46], [-3.13, 0.10, -1.74], [4.75, -1.62, -0.35], [2.01, -2.62, -3.34], [3.75, -4.98, -1.85], [-0.63, -4.68, 4.49], [4.84, 2.54, 2.87], [5.14, -2.69, -1.71], [5.32, -0.93, 4.38], [5.66, -3.11, -0.06], [-1.16, -1.04, -3.83], [-4.43, 4.92, 2.76], [-0.74, 5.54, 2.13], [-2.52, 1.40, 3.14], [1.05, -1.18, -3.14], [-3.97, 0.11, -5.92], [-3.17, 2.42, -6.05], [-2.35, 1.92, -0.63], [-1.01, 5.86, 0.41], [-3.65, 6.48, 3.09], [1.12, 0.96, 2.11], [-4.61, -1.61, -2.74], [-0.14, -1.64, 2.25], [-2.86, 4.97, 3.60], [-1.41, -3.80, 3.16], [3.82, -1.53, 3.64], [-1.18, 0.24, 3.25], [-2.28, 3.59, -4.06], [0.28, 1.21, 0.57], [-2.62, 3.54, -1.30], [-1.35, -1.61, -2.18], [1.16, 2.55, 1.33], [-1.48, 7.07, 1.62], [0.34, -0.74, -5.52], [4.38, 2.13, 4.54], [4.27, -5.40, -0.20]],
  "lowdin_charge": [0.701, 0.053, 0.056, 0.063, 0.052, 0.061, -0.005, -0.021, -0.269, -0.029, -0.023, -0.510, -0.022, -0.049, -0.022, -0.499, -0.028, -0.474, -0.015, -0.019, -0.169, -0.012, -0.500, -0.049, -0.286, -0.575, -0.257, -0.042, -0.019, -0.083, -0.504, -0.114, -0.087, 0.080, 0.084, 0.063, 0.064, 0.091, 0.103, 0.091, 0.085, 0.080, 0.078, 0.085, 0.102, 0.117, 0.079, 0.053, 0.085, 0.080, 0.081, 0.086, 0.086, 0.086, 0.087, 0.081, 0.066, 0.084, 0.068, 0.108, 0.098, 0.063, 0.083, 0.082, 0.060, 0.116, 0.076, 0.079, 0.084, 0.072, 0.073, 0.109, 0.087, 0.059, 0.118, 0.087, 0.084, -0.157, 0.086, 0.085]
}

***

{
  "formula": "C26H48Cl2P2V",
  "method": "ωB97M-V with the def2-TZVPD basis set",
  "energy_ha": -3566.45422,
  "total_charge": -1,
  "max_force_ev_per_a": 6.0,
  "spin_multiplicity": 3,
  "e_above_lowest_ev": 4.8082,
  "orbital_gap_ev": [5.6235, 5.6162],
  "homo_ev": [-3.030, -3.031],
  "species": ["V", "Cl", "Cl", "P", "P", "C", "C", "C", "C", "C", "C", "C", "C", "C", "C", "C", "C", "C", "C", "C", "C", "C", "C", "C", "C", "C", "C", "C", "C", "C", "C", "H", "H", "H", "H", "H", "H", "H", "H", "H", "H", "H", "H", "H", "H", "H", "H", "H", "H", "H", "H", "H", "H", "H", "H", "H", "H", "H", "H", "H", "H", "H", "H", "H", "H", "H", "H", "H", "H", "H", "H", "H", "H", "H", "H", "H", "H", "H", "H"],
  "xyz": [[0.33, 1.00, 0.25], [2.25, -0.46, 0.19], [-1.41, 1.73, -1.13], [-0.24, -2.87, -2.80], [1.64, 2.67, 1.08], [-2.14, -2.81, -2.65], [-1.44, -1.09, 1.60], [-2.60, -2.94, -1.18], [3.10, 3.13, -0.02], [-2.40, -1.23, 2.61], [-2.70, -1.48, -3.22], [-0.58, -0.58, 0.84], [-4.28, -1.25, 4.62], [0.28, 4.01, 1.40], [0.31, -0.27, -4.20], [-1.99, -1.40, 3.95], [-0.91, 3.26, 2.04], [0.74, -1.73, -3.90], [3.06, 2.70, 3.46], [0.32, -5.26, -2.10], [-2.94, -1.41, 4.95], [-4.71, -1.04, 3.30], [0.74, -3.59, -0.09], [0.81, -2.69, -5.12], [1.23, 0.91, 3.41], [-0.11, 4.64, 0.05], [0.78, -3.87, -1.62], [-3.76, -1.02, 2.29], [3.47, 4.55, 0.39], [2.85, 2.92, -1.53], [2.27, 1.72, 2.60], [3.60, 4.65, 1.48], [-3.69, -2.82, -1.12], [-0.57, 3.85, -0.56], [-0.20, -3.06, -5.39], [2.48, 3.60, 3.69], [1.19, 0.29, -4.57], [1.03, -6.03, -1.79], [-2.62, -1.53, 5.99], [-3.80, -1.50, -3.24], [-2.13, -2.13, -0.59], [-1.27, 2.49, 1.32], [0.73, 5.07, -0.51], [0.88, -4.52, 0.49], [1.74, -1.63, -3.42], [-2.47, -3.68, -3.27], [-2.39, -0.67, -2.54], [1.87, 3.29, -1.86], [-0.43, -0.21, -5.01], [-5.03, -1.28, 5.40], [-0.67, 2.77, 3.00], [3.98, 3.02, 2.94], [2.70, 5.25, 0.06], [4.42, 4.87, -0.07], [0.64, 4.81, 2.08], [2.96, 0.97, 2.18], [1.25, -2.19, -5.98], [-0.17, -3.09, 0.26], [1.43, -3.56, -4.87], [-0.87, 5.42, 0.18], [-2.35, -3.92, -0.74], [1.56, -2.92, 0.19], [0.28, -5.29, -3.21], [3.62, 3.45, -2.12], [0.42, 0.46, 2.81], [-0.06, 0.28, -3.32], [1.72, 0.05, 3.89], [3.91, 2.42, 0.26], [2.91, 1.86, -1.81], [0.76, 1.51, 4.20], [-0.67, -5.50, -1.70], [-4.03, -0.83, 1.25], [1.85, -3.71, -1.91], [-0.93, -1.52, 4.16], [-2.36, -1.25, -4.24], [-1.75, 3.94, 2.21], [3.38, 2.26, 4.41], [0.93, 0.91, -1.11], [-5.75, -0.90, 3.05]],
  "mulliken_spin": [2.084, -0.006, 0.007, 0.007, -0.054, -0.001, 0.084, -0.008, 0.017, -0.015, -0.002, -0.075, 0.021, 0.040, -0.009, 0.022, 0.001, 0.000, -0.002, 0.000, -0.011, -0.011, 0.005, 0.000, 0.010, 0.011, -0.003, 0.026, -0.001, 0.027, 0.003, 0.000, 0.000, -0.001, 0.000, -0.001, 0.000, 0.000, -0.001, 0.000, 0.013, -0.018, 0.001, 0.001, -0.001, 0.000, 0.004, 0.000, 0.000, 0.002, 0.002, 0.000, 0.001, 0.000, -0.001, 0.008, 0.000, 0.000, 0.000, 0.000, 0.000, -0.005, 0.000, 0.001, 0.003, 0.007, -0.001, 0.007, -0.002, -0.001, 0.000, 0.002, 0.001, 0.001, 0.000, 0.000, 0.001, -0.190, -0.001]
}